Record 1
ORCA calculation (the ωB97M-V functional and the def2-TZVPD basis) on a 2-piece molecular cluster, C4H10IN overall in a non-equilibrium geometry.

- Maximum force: 3.87 eV Å⁻¹
- Energy relative to the best compared isomer or geometry (same formula, charge and spin): 17.01 kcal per mole
- E_HOMO: -8.787 eV
- LUMO: -0.00540 Eh
- Multiplicity: 1

Geometry as XYZ:
```
16
Properties=species:S:1:pos:R:3:mulliken_charge:R:1
I 3.94 0.91 0.18 0.10
N 2.60 0.14 -1.15 -0.68
C -0.06 1.44 1.16 -0.85
C -0.91 -0.68 0.21 -0.13
C -1.94 -1.60 -0.50 -1.01
C -1.15 0.64 0.37 -0.16
H -0.20 2.43 1.23 0.47
H -0.17 -1.13 0.85 0.35
H -0.10 1.21 2.24 0.30
H 2.74 -0.87 -1.28 0.27
H -2.09 -1.13 -1.49 0.26
H 2.59 0.63 -2.05 0.26
H -1.85 1.23 -0.20 0.32
H -2.90 -1.77 -0.01 0.31
H -1.44 -2.64 -0.34 0.24
H 0.94 1.19 0.79 -0.07
```



Record 2
ORCA calculation (the ωB97M-V functional and the def2-TZVPD basis) on a 2-piece molecular cluster, C4H6N2O3 overall in a non-equilibrium geometry.

- Maximum force: 4.62 eV Å⁻¹
- Energy relative to the best compared isomer or geometry (same formula, charge and spin): 62.60 kcal per mole
- E_HOMO: -10.192 eV
- LUMO: -0.00286 Eh
- Multiplicity: 1

Geometry as XYZ:
```
15
Properties=species:S:1:pos:R:3:mulliken_charge:R:1
O 1.13 2.46 -0.44 -0.49
O 2.53 -1.16 -0.76 -0.47
O -0.07 0.92 -2.17 -0.51
N 0.76 -1.58 0.67 -0.14
N -1.82 0.73 -0.76 -0.63
C -0.27 -1.64 1.56 -0.60
C -0.69 1.04 -1.06 0.40
C 1.65 -1.25 -0.03 0.50
C 0.12 1.92 -0.10 0.27
H -1.04 -0.89 1.24 0.24
H 0.79 1.30 -2.17 0.36
H 0.07 -1.15 2.63 0.23
H -0.56 -2.70 1.80 0.26
H -0.29 1.91 0.96 0.32
H -2.30 0.08 -1.37 0.26
```



Record 3
ORCA calculation (the ωB97M-V functional and the def2-TZVPD basis) on C3H10Br2GaIOP as an isolated structure in a non-equilibrium geometry.

- Maximum force: 1.27 eV Å⁻¹
- Total charge: -1
- E_HOMO: -3.831 eV
- LUMO: 0.09661 Eh
- Multiplicity: 1

Geometry as XYZ:
```
19
Properties=species:S:1:pos:R:3:mulliken_charge:R:1
I 1.40 -0.31 -1.66 -0.40
Br -1.85 4.00 -1.28 -0.14
Br 1.58 2.66 -1.01 -0.13
Ga 1.24 -2.67 -0.46 0.18
P -0.96 -2.76 0.41 0.10
O -1.79 -3.75 -0.67 -0.52
C -0.36 4.61 -0.19 -0.56
C 0.95 4.52 -0.92 -0.64
C -0.76 -3.81 1.94 -0.94
H -2.73 -3.72 -0.46 0.29
H 0.88 4.89 -1.94 0.36
H -0.39 -4.80 1.68 0.26
H -0.37 4.02 0.72 0.36
H -0.60 5.65 0.05 0.33
H -0.07 -3.31 2.61 0.29
H 1.71 5.08 -0.38 0.30
H 1.53 -3.77 -1.57 -0.21
H 2.32 -2.65 0.71 -0.23
H -1.73 -3.89 2.42 0.29
```



Record 4
ORCA calculation (the ωB97M-V functional and the def2-TZVPD basis) on a single C4H15ClNO2PSi2 molecule.

- Maximum force: 0.54 eV Å⁻¹
- E_HOMO: -8.962 eV
- LUMO: 0.01668 Eh
- Multiplicity: 1

Geometry as XYZ:
```
26
Properties=species:S:1:pos:R:3:mulliken_charge:R:1
Cl -2.06 -0.79 2.35 -0.24
P -3.55 -1.57 1.08 0.19
Si -0.50 1.34 -0.23 0.05
Si -3.12 -0.15 -0.69 0.28
O -2.83 -2.94 0.53 -0.46
O -1.52 0.16 -0.80 -0.03
N -1.29 2.08 1.13 -0.45
C 2.30 1.44 -0.53 -1.52
C 2.61 -1.56 -0.04 -1.31
C 1.29 -0.88 -0.41 -0.12
C 1.19 0.57 0.07 0.40
H -1.23 1.57 2.00 0.18
H 3.38 -1.42 -0.80 0.31
H -1.95 -2.86 0.14 0.35
H -3.96 1.06 -0.56 -0.12
H -3.52 -0.93 -1.88 -0.12
H -0.40 2.42 -1.24 -0.19
H -1.04 3.05 1.31 0.24
H 1.15 -0.90 -1.50 0.37
H 1.33 0.57 1.16 0.33
H 2.34 1.31 -1.62 0.37
H 3.01 -1.17 0.90 0.32
H 2.16 2.51 -0.35 0.44
H 2.48 -2.64 0.09 0.38
H 3.28 1.17 -0.13 0.35
H 0.45 -1.45 0.00 0.01
```



Record 5
ORCA calculation (the ωB97M-V functional and the def2-TZVPD basis) on a 11-piece molecular cluster, C33H51F8O36P3 overall in a non-equilibrium geometry.

- Maximum force: 6.41 eV Å⁻¹
- Energy relative to the best compared isomer or geometry (same formula, charge and spin): 17.74 kcal per mole
- E_HOMO: -9.934 eV
- LUMO: 0.00600 Eh
- Multiplicity: 1

Geometry as XYZ:
```
131
Properties=species:S:1:pos:R:3:mulliken_charge:R:1
P 2.78 4.99 -1.71 0.72
P -3.59 -5.23 1.18 1.01
P -5.37 2.25 0.80 1.14
F -1.85 1.12 -6.85 -0.26
F 6.16 -1.18 1.15 -0.24
F 6.04 1.81 -3.01 -0.26
F -0.43 -0.69 2.23 -0.30
F 0.30 2.20 -5.34 -0.30
F 0.74 -4.26 7.24 -0.29
F 4.86 -6.37 0.63 -0.26
F -1.67 2.59 0.95 -0.29
O -3.05 -5.65 -0.09 -0.72
O -6.96 2.29 1.01 -0.31
O 5.47 0.80 2.09 -0.22
O -0.93 2.90 4.14 -0.42
O -4.44 0.06 -5.17 -0.38
O 5.01 -0.15 -2.56 -0.30
O -5.14 1.63 -0.69 -0.37
O 0.38 0.20 -0.51 0.06
O -4.77 -6.32 1.80 -0.40
O 1.43 4.12 -1.29 0.05
O 4.01 4.02 -1.27 -0.06
O -2.79 4.20 -3.40 -0.61
O 2.74 6.39 -1.15 -0.78
O -1.20 2.84 -2.45 0.16
O 2.68 -3.62 5.30 -0.31
O 3.14 -1.35 -2.14 -0.53
O -5.16 3.88 0.59 -0.39
O -0.01 1.95 2.32 0.12
O 0.55 -3.56 5.09 -0.33
O -3.41 -1.13 -3.47 -0.45
O -0.82 -1.55 0.20 -0.32
O -2.46 -5.11 2.30 -0.09
O -2.34 -0.44 -5.26 -0.25
O 4.61 0.08 3.96 -0.39
O 1.30 2.21 4.18 -0.50
O 4.63 2.40 3.46 -0.52
O 3.11 0.50 -3.47 -0.23
O 4.69 -3.82 1.99 -0.15
O 3.93 -4.38 0.00 -0.39
O 1.76 -2.05 4.00 -0.25
O -0.83 3.82 -4.37 -0.38
O -4.20 -3.71 1.24 -0.29
O -1.49 -0.47 -1.65 -0.45
O -4.53 1.65 1.85 -0.67
O 2.84 -2.79 1.23 -0.08
O 2.70 4.80 -3.29 -0.26
C -2.86 -5.10 3.65 -0.66
C 0.21 2.90 -4.28 1.30
C -7.77 1.25 1.29 -0.78
C -1.38 2.02 2.04 0.01
C 1.18 3.93 0.00 -0.62
C -4.03 0.82 -6.30 -0.32
C -4.06 2.03 -1.42 -0.40
C 4.06 1.52 -3.94 0.34
C -1.81 3.07 3.07 -0.15
C 1.11 -0.41 0.59 0.41
C 0.82 -4.62 6.00 0.27
C 5.33 0.90 -3.50 0.25
C -1.63 3.79 -3.32 0.36
C 5.77 -4.41 1.36 -0.50
C 5.15 -5.19 0.21 0.25
C 4.89 1.25 3.21 0.52
C 3.72 -0.47 -2.70 0.64
C 1.71 -2.96 4.75 0.51
C -5.64 4.42 -0.62 -0.84
C -4.48 -7.73 1.76 -0.66
C 4.61 4.05 -0.03 -0.86
C -0.21 2.06 -3.10 0.00
C 3.76 -3.58 1.07 0.11
C 0.24 2.29 3.62 0.28
C 6.03 -0.52 2.34 0.21
C -4.20 -2.82 0.14 -0.47
C 4.77 -0.99 3.13 0.50
C -2.72 0.10 -6.55 0.27
C 2.22 -4.87 5.53 -0.61
C -0.72 -0.62 -0.68 -0.28
C 2.72 5.92 -4.10 -0.93
C -3.37 -0.57 -4.53 0.67
C 0.12 -1.34 1.25 0.52
H 2.79 -5.30 6.35 0.34
H -3.93 -7.92 2.68 0.26
H -4.80 4.97 -1.06 0.32
H -6.28 5.27 -0.38 0.35
H 4.09 3.43 0.69 0.33
H 4.07 1.51 -5.03 0.19
H -4.75 0.70 -7.10 0.27
H 1.77 6.03 -4.63 0.24
H -7.53 0.19 1.23 0.30
H 5.69 3.89 -0.11 0.24
H -2.22 -4.38 4.16 0.17
H -5.26 -2.61 0.09 0.34
H 5.54 -5.23 -0.81 0.38
H 0.59 -2.25 1.62 0.18
H 1.70 3.08 0.44 0.23
H -3.88 -3.26 -0.81 0.39
H 3.48 5.64 -4.83 0.30
H 2.92 6.89 -3.65 0.41
H -3.94 1.89 -6.11 0.25
H -3.94 -5.02 3.79 0.39
H -4.43 2.04 -2.45 0.38
H -3.32 1.23 -1.42 0.01
H 1.40 4.74 0.70 0.56
H -0.76 1.16 -3.39 0.12
H -1.88 1.06 2.06 0.41
H -6.04 3.83 -1.45 0.32
H 1.18 3.40 -4.18 -0.44
H -5.44 -8.24 1.75 0.23
H 0.55 1.86 -2.34 -0.19
H -2.68 -0.70 -7.28 0.28
H 4.56 5.11 0.23 0.36
H 6.26 -5.13 2.02 0.30
H 3.82 -1.05 2.58 -0.37
H 0.17 -5.49 5.84 0.40
H 1.35 0.46 1.21 0.05
H 6.94 -0.53 2.93 0.25
H -2.84 -6.16 3.88 0.25
H 2.06 -0.88 0.32 0.02
H -3.51 -1.98 0.27 -0.01
H 2.36 -5.60 4.72 0.31
H 5.85 0.43 -4.34 0.26
H -3.85 -8.11 0.95 0.31
H -8.63 1.37 0.63 0.30
H -3.53 2.96 -1.21 0.41
H 0.12 3.67 0.00 0.00
H -2.74 2.71 3.50 0.24
H -8.16 1.43 2.30 0.31
H 4.99 -1.90 3.70 0.32
H -1.93 4.08 2.70 0.25
H 3.66 2.40 -3.44 -0.28
H 6.41 -3.61 0.98 0.20
```



Question: What is the formula in the third record?
Answer: C3H10Br2GaIOP



Question: Which value of maximum force does entry 3 give?
Answer: 1.27 eV Å⁻¹